Entry 1:
This record from the OMol25 dataset describes C14H7CrF3N2O8S as an isolated structure. The level of theory is ωB97M-V/def2-TZVPD.

Positions of all 36 atoms, in Å:
Cr1 -0.384 -0.016 0.398
O1 1.714 -4.639 -3.090
C1 1.477 -3.388 -2.447
C2 0.964 -2.205 -2.983
C3 0.401 -1.282 -2.126
N1 0.610 -1.341 -0.824
C4 1.404 -2.308 -0.296
C5 1.703 -3.434 -1.031
C6 1.750 -1.966 1.102
O2 2.314 -2.815 1.834
O3 1.351 -0.742 1.398
C7 -0.466 -0.152 -2.557
O4 -0.710 0.149 -3.740
O5 -0.932 0.509 -1.406
H1 1.693 -4.539 -4.064
H2 0.799 -2.016 -4.033
H3 2.004 -4.316 -0.510
O6 0.660 1.646 0.902
N2 0.052 2.750 0.437
C8 0.750 3.846 0.086
C9 0.075 4.998 -0.248
C10 -1.341 4.920 -0.371
C11 -2.027 3.799 -0.061
C12 -1.328 2.727 0.554
S1 -2.266 1.454 1.226
H4 1.849 3.762 0.054
H5 0.652 5.903 -0.459
H6 -1.902 5.790 -0.808
H7 -3.113 3.699 -0.236
F1 -0.016 -0.257 3.846
C13 -1.024 -1.155 3.888
F2 -0.935 -1.966 4.934
F3 -2.168 -0.458 4.007
C14 -1.150 -2.126 2.536
O7 -1.271 -3.326 2.726
O8 -1.189 -1.506 1.361

As for the multiplicity: 3. The calculation puts the LUMO energy (alpha / beta) at 4.50 / 4.50 eV. The HOMO energy (alpha / beta) is -0.35 / 0.72 eV. Its electronic energy is -81402.3183 eV. Its expectation value of S² is 2.028. The net charge is -2. The calculation puts the gap between HOMO and LUMO (alpha / beta) at 4.84 / 3.77 eV.

Entry 2:
This record from the OMol25 dataset describes a 12-piece molecular cluster, C42H108O36S10 overall. The level of theory is ωB97M-V/def2-TZVPD.

Positions of all 196 atoms, in Å:
O1 6.796 4.977 -3.432
S1 5.620 5.868 -3.469
O2 5.008 6.294 -2.176
O3 5.907 7.284 -4.281
C1 6.721 7.281 -5.461
C2 7.514 8.494 -5.431
C3 4.232 5.237 -4.534
H1 6.061 7.254 -6.328
H2 7.320 6.372 -5.405
H3 6.884 9.384 -5.410
H4 8.237 8.497 -6.246
H5 8.156 8.574 -4.554
H6 3.444 5.983 -4.638
H7 3.903 4.369 -3.961
H8 4.754 4.977 -5.454
O4 1.319 -5.116 -5.952
S2 2.588 -5.667 -5.440
O5 3.119 -6.926 -5.950
O6 3.876 -4.595 -5.579
C4 3.756 -3.775 -6.785
C5 4.250 -2.435 -6.447
C6 2.389 -5.897 -3.645
H9 2.761 -3.790 -7.231
H10 4.448 -4.155 -7.536
H11 3.556 -1.962 -5.752
H12 4.192 -2.036 -7.460
H13 5.231 -2.548 -5.986
H14 2.733 -5.020 -3.096
H15 2.952 -6.754 -3.276
H16 1.301 -5.870 -3.595
O7 3.391 -4.502 12.696
S3 2.371 -5.115 13.608
O8 1.687 -4.310 14.597
O9 1.176 -5.691 12.536
C7 0.257 -4.669 12.173
C8 -0.606 -5.274 11.024
C9 3.005 -6.715 14.335
H17 0.760 -3.946 11.531
H18 -0.463 -4.351 12.927
H19 -0.060 -5.777 10.227
H20 -1.270 -4.557 10.540
H21 -1.274 -5.995 11.494
H22 2.407 -7.043 15.184
H23 4.041 -6.561 14.636
H24 3.060 -7.440 13.522
O10 -1.038 -12.470 1.108
S4 -1.913 -13.203 1.953
O11 -3.045 -14.029 1.502
O12 -0.919 -14.132 2.803
C10 -1.485 -15.307 3.522
C11 -0.581 -15.504 4.666
C12 -2.474 -12.082 3.223
H25 -1.450 -16.260 2.994
H26 -2.550 -15.104 3.638
H27 -0.139 -16.494 4.557
H28 -0.974 -15.312 5.664
H29 0.333 -14.916 4.579
H30 -1.585 -11.567 3.588
H31 -2.969 -12.664 4.000
H32 -3.186 -11.339 2.864
O13 8.438 -8.285 8.981
S5 8.409 -9.059 7.734
O14 7.661 -10.366 7.612
O15 7.830 -8.134 6.488
C13 7.969 -6.721 6.664
C14 7.779 -5.949 5.360
C15 10.186 -9.210 7.246
H33 9.020 -6.611 6.932
H34 7.414 -6.085 7.353
H35 7.967 -4.910 5.632
H36 6.767 -6.110 4.990
H37 8.540 -6.319 4.674
H38 10.109 -9.773 6.316
H39 10.738 -9.839 7.945
H40 10.703 -8.261 7.109
O16 -12.309 6.151 -10.854
S6 -10.878 6.268 -11.205
O17 -10.172 7.531 -11.214
O18 -9.990 5.151 -10.283
C16 -8.609 4.915 -10.356
C17 -8.317 3.729 -9.500
C18 -10.642 5.549 -12.888
H41 -7.948 5.698 -9.985
H42 -8.362 4.866 -11.417
H43 -7.293 3.412 -9.304
H44 -8.946 2.951 -9.931
H45 -8.664 3.874 -8.477
H46 -10.937 4.504 -12.793
H47 -9.615 5.665 -13.234
H48 -11.413 5.940 -13.552
O19 -10.202 -2.485 -0.381
S7 -9.019 -3.326 -0.116
O20 -7.859 -3.325 -0.995
O21 -8.509 -2.986 1.405
C19 -7.258 -3.450 2.025
C20 -7.413 -3.063 3.480
C21 -9.498 -5.127 0.122
H49 -6.430 -3.036 1.449
H50 -7.067 -4.485 1.744
H51 -8.441 -3.237 3.796
H52 -7.287 -1.981 3.458
H53 -6.702 -3.547 4.150
H54 -9.863 -5.522 -0.826
H55 -10.233 -5.005 0.919
H56 -8.697 -5.723 0.560
O22 -7.901 6.717 -3.045
S8 -7.345 8.064 -3.120
O23 -6.108 8.283 -3.846
O24 -8.643 9.112 -3.572
C22 -8.559 9.777 -4.781
C23 -7.919 11.104 -4.711
C24 -7.092 8.827 -1.456
H57 -9.589 9.681 -5.125
H58 -7.919 9.209 -5.455
H59 -8.605 11.948 -4.640
H60 -7.299 11.361 -5.570
H61 -7.276 11.189 -3.835
H62 -6.476 8.154 -0.859
H63 -8.116 9.055 -1.163
H64 -6.583 9.789 -1.515
O25 10.416 7.273 1.522
S9 9.479 7.532 2.613
O26 8.457 8.578 2.471
O27 8.858 6.024 3.017
C25 9.601 4.814 2.788
C26 8.915 3.581 3.368
C27 10.396 7.902 4.148
H65 10.561 4.934 3.291
H66 9.686 4.551 1.733
H67 9.449 2.662 3.127
H68 7.946 3.484 2.879
H69 8.571 3.783 4.383
H70 11.412 7.508 4.147
H71 9.895 7.697 5.095
H72 10.584 8.974 4.197
O28 1.683 3.917 -12.815
S10 0.931 3.040 -13.689
O29 0.315 1.763 -13.283
O30 -0.236 3.988 -14.453
C28 0.040 5.280 -14.855
C29 -0.679 5.572 -16.155
C30 1.836 2.709 -15.196
H73 1.108 5.473 -14.953
H74 -0.348 5.865 -14.021
H75 -0.480 6.556 -16.580
H76 -1.753 5.433 -16.032
H77 -0.390 4.823 -16.892
H78 2.847 2.363 -14.981
H79 2.123 3.591 -15.769
H80 1.098 2.061 -15.668
C31 -1.268 -0.314 -4.331
O31 -0.871 0.166 -2.985
C32 -2.015 0.264 -2.073
C33 -1.556 0.810 -0.699
O32 -0.766 -0.107 0.175
C34 0.601 -0.290 -0.245
C35 1.658 -0.949 0.680
O33 1.344 -2.305 0.942
C36 0.138 -2.594 1.651
H81 -0.343 -0.671 -4.784
H82 -1.735 0.417 -4.991
H83 -1.967 -1.144 -4.233
H84 -2.469 -0.721 -1.963
H85 -2.824 0.812 -2.557
H86 -2.365 1.168 -0.062
H87 -0.901 1.665 -0.869
H88 1.003 0.723 -0.217
H89 0.772 -0.615 -1.271
H90 1.722 -0.323 1.570
H91 2.645 -0.761 0.257
H92 -0.726 -2.407 1.013
H93 0.016 -1.967 2.534
H94 0.112 -3.631 1.985
C37 -3.813 4.357 6.908
O34 -3.398 3.035 6.871
C38 -2.018 2.672 7.287
C39 -1.634 3.272 8.672
O35 -1.095 2.276 9.556
C40 -0.808 2.859 10.723
C41 0.567 3.680 10.630
O36 1.669 2.907 10.923
C42 2.027 1.964 9.853
H95 -4.771 4.303 6.389
H96 -3.092 5.053 6.479
H97 -3.967 4.647 7.947
H98 -1.457 3.031 6.424
H99 -2.004 1.583 7.237
H100 -2.489 3.724 9.174
H101 -1.012 4.119 8.383
H102 -0.611 2.010 11.378
H103 -1.664 3.345 11.190
H104 0.403 4.615 11.166
H105 0.815 4.001 9.619
H106 2.573 1.219 10.430
H107 2.895 2.324 9.300
H108 1.295 1.534 9.169

The calculation puts the LUMO energy at 0.35 eV. The HOMO energy is -9.19 eV. Its electronic energy is -227348.6999 eV. The SMILES is CCOS(C)(=O)=O.CCOS(C)(=O)=O.CCOS(C)(=O)=O.CCOS(C)(=O)=O.CCOS(C)(=O)=O.CCOS(C)(=O)=O.CCOS(C)(=O)=O.CCOS(C)(=O)=O.CCOS(C)(=O)=O.CCOS(C)(=O)=O.COCCOCCOC.COCCOCCOC. The calculation puts the gap between HOMO and LUMO at 9.54 eV. For the energy above the lowest of the compared OMol25 structures with the same formula, charge and spin, the calculation gives 9.6266 eV.

Entry 3:
This record from the OMol25 dataset describes C4H6N2 as an isolated structure. The level of theory is ωB97M-V/def2-TZVPD.

Positions of all 12 atoms, in Å:
C1 1.304 0.674 -0.559
C2 0.019 0.171 0.024
C3 -1.112 -0.292 -0.802
C4 -1.274 -1.338 -0.065
N1 -0.844 -0.627 2.039
N2 -0.196 0.213 1.404
H1 2.015 0.951 0.228
H2 1.787 -0.104 -1.163
H3 1.159 1.545 -1.214
H4 -1.442 0.102 -1.763
H5 -1.558 -2.374 0.016
H6 0.142 1.078 1.853

The calculation puts the LUMO energy (alpha / beta) at 0.46 / 0.46 eV. The HOMO energy (alpha / beta) is -6.87 / -6.87 eV. Its electronic energy is -7218.4636 eV. The calculation puts the gap between HOMO and LUMO (alpha / beta) at 7.34 / 7.34 eV. For the energy above the lowest of the compared OMol25 structures with the same formula, charge and spin, the calculation gives 7.1274 eV.